(1)
Below is a molecular structure, C66H49AsN4NiO4 in a non-equilibrium geometry, with properties calculated with ωB97M-V with the def2-TZVPD basis set.

Last column: Mulliken charge in e.
Atoms and positions in Å:
Ni (-0.080, 0.149, 0.906)  -0.81
C (6.266, 3.732, 6.766)  -0.83
O (6.626, 2.658, 5.931)  -0.46
C (5.669, 2.162, 5.098)  1.01
C (6.039, 1.077, 4.302)  -0.96
C (5.133, 0.493, 3.443)  -0.08
C (3.827, 0.963, 3.376)  -0.85
C (3.468, 2.055, 4.162)  -0.39
C (4.374, 2.662, 5.006)  -0.70
C (2.761, 0.401, 2.543)  0.09
C (2.815, 0.412, 1.145)  1.06
C (3.955, 0.595, 0.314)  -1.31
C (3.548, 0.353, -0.970)  -1.01
C (2.149, 0.089, -0.933)  -0.25
N (1.724, 0.163, 0.353)  0.61
C (1.235, -0.070, -2.028)  -0.29
C (0.016, 0.666, -1.907)  0.68
C (-0.594, 1.442, -2.924)  -1.21
C (-1.525, 2.244, -2.308)  -1.34
C (-1.506, 1.918, -0.935)  0.18
C (-2.385, 2.358, 0.106)  0.26
C (-2.755, 3.719, 0.330)  1.19
C (-3.307, 4.124, 1.563)  -0.80
C (-3.404, 5.448, 1.929)  -0.84
C (-2.981, 6.452, 1.059)  0.76
O (-2.964, 7.783, 1.338)  -0.45
C (-3.259, 8.205, 2.646)  -0.83
C (-2.504, 6.081, -0.203)  -1.11
C (-2.384, 4.760, -0.550)  -0.41
C (-2.720, 1.320, 1.036)  0.36
N (-1.820, 0.430, 1.492)  0.52
C (-2.458, -0.367, 2.410)  0.35
C (-1.776, -0.999, 3.456)  1.39
C (-2.627, -1.595, 4.497)  -1.48
C (-2.913, -0.914, 5.673)  -0.30
C (-3.940, -1.333, 6.501)  -0.81
C (-4.678, -2.468, 6.178)  0.74
O (-5.779, -2.907, 6.856)  -0.45
C (-6.362, -2.056, 7.811)  -0.86
C (-4.314, -3.216, 5.057)  -0.85
C (-3.320, -2.769, 4.217)  -0.12
C (-0.397, -0.813, 3.626)  0.30
C (0.346, -0.994, 4.828)  -1.02
C (1.596, -0.496, 4.598)  -1.85
C (1.629, -0.076, 3.234)  0.98
N (0.414, -0.283, 2.667)  0.18
C (-3.850, -0.053, 2.403)  -0.85
C (-3.999, 1.031, 1.583)  -1.51
N (-0.563, 0.961, -0.715)  -0.04
C (1.498, -0.799, -3.237)  1.19
C (0.421, -1.130, -4.083)  -0.70
C (0.596, -1.779, -5.286)  -0.99
C (1.876, -2.157, -5.689)  0.81
O (2.198, -2.759, -6.864)  -0.46
C (1.194, -2.962, -7.827)  -0.82
C (2.945, -1.930, -4.815)  -1.22
C (2.764, -1.289, -3.616)  0.06
H (7.144, 3.960, 7.368)  0.24
H (5.432, 3.465, 7.425)  0.33
H (5.989, 4.616, 6.180)  0.33
H (7.051, 0.715, 4.382)  0.43
H (5.425, -0.357, 2.847)  0.60
H (2.463, 2.444, 4.090)  0.53
H (4.060, 3.519, 5.580)  0.38
H (4.944, 0.857, 0.638)  0.74
H (4.145, 0.464, -1.853)  0.85
H (-0.317, 1.447, -3.960)  0.71
H (-2.186, 2.938, -2.791)  0.71
H (-3.619, 3.372, 2.268)  0.31
H (-3.788, 5.694, 2.907)  0.40
H (-3.081, 9.279, 2.654)  0.25
H (-2.605, 7.719, 3.378)  0.35
H (-4.304, 8.012, 2.907)  0.32
H (-2.200, 6.868, -0.878)  0.43
H (-1.961, 4.520, -1.509)  0.33
H (-2.376, -0.008, 5.912)  0.54
H (-4.169, -0.746, 7.377)  0.41
H (-7.285, -2.550, 8.115)  0.25
H (-6.603, -1.073, 7.388)  0.36
H (-5.716, -1.924, 8.686)  0.31
H (-4.864, -4.116, 4.830)  0.47
H (-3.096, -3.312, 3.312)  0.78
H (-0.042, -1.433, 5.726)  0.73
H (2.427, -0.461, 5.278)  0.64
H (-4.606, -0.551, 2.980)  0.66
H (-4.904, 1.548, 1.332)  0.77
H (-0.583, -0.872, -3.783)  0.66
H (-0.272, -1.998, -5.892)  0.41
H (1.696, -3.380, -8.699)  0.25
H (0.714, -2.019, -8.108)  0.33
H (0.437, -3.670, -7.477)  0.32
H (3.921, -2.279, -5.114)  0.45
H (3.616, -1.148, -2.973)  0.35
C (3.398, -5.448, -1.258)  -0.71
C (3.633, -4.089, -1.147)  -0.65
C (2.624, -3.241, -0.720)  -0.09
C (1.357, -3.731, -0.437)  0.62
C (1.133, -5.101, -0.543)  -0.60
C (2.148, -5.952, -0.937)  -0.80
As (-0.060, -2.495, 0.208)  1.48
C (-1.518, -3.548, -0.539)  -0.20
C (-1.972, -3.506, -1.845)  -0.47
C (-2.962, -4.384, -2.259)  -0.81
C (-3.509, -5.287, -1.360)  -0.80
C (-3.076, -5.324, -0.046)  -0.87
C (-2.062, -4.468, 0.373)  0.30
C (-1.396, -4.491, 1.674)  0.23
C (-1.656, -5.380, 2.711)  0.05
C (-0.867, -5.366, 3.847)  -1.11
C (0.186, -4.474, 3.961)  -0.65
C (0.454, -3.582, 2.935)  -0.67
C (-0.336, -3.580, 1.800)  -0.11
H (4.180, -6.116, -1.588)  0.39
H (4.610, -3.692, -1.378)  0.48
H (2.826, -2.186, -0.602)  0.38
H (0.160, -5.519, -0.316)  0.32
H (1.971, -7.017, -0.987)  0.43
H (-1.528, -2.804, -2.542)  0.56
H (-3.313, -4.365, -3.281)  0.44
H (-4.273, -5.979, -1.690)  0.39
H (-3.522, -6.030, 0.641)  0.41
H (-2.470, -6.084, 2.621)  0.42
H (-1.065, -6.066, 4.645)  0.42
H (0.803, -4.475, 4.847)  0.45
H (1.290, -2.898, 3.007)  0.44

Values from the calculation:
total energy	-185267.9884	eV
HOMO level (alpha / beta)	-0.1906 / -0.2580	Eh
2S+1	3
ΔE to the lowest compared entry with this formula, charge and spin	282.5	kJ/mol
frontier orbital gap (alpha / beta)	4.0612 / 5.1226	eV
LUMO level (alpha / beta)	-1.1 / -1.9	eV
strongest force on any atom	0.024	Eh/bohr



(2)
Below is 11 unconnected molecules or ions with the total composition C66H55F11 in a non-equilibrium geometry, with properties calculated with ωB97M-V with the def2-TZVPD basis set.

Last column: Mulliken charge in e.
Atoms and positions in Å:
F (-0.606, 3.522, -2.731)  -0.19
C (0.275, 4.510, -3.062)  0.11
C (0.370, 5.639, -2.249)  -0.24
C (1.106, 6.764, -2.639)  -0.67
C (1.891, 6.634, -3.713)  -0.40
C (1.917, 5.434, -4.449)  -0.53
C (1.104, 4.387, -4.143)  -0.29
H (-0.269, 5.748, -1.385)  0.54
H (1.112, 7.719, -2.135)  0.39
H (2.557, 7.457, -3.926)  0.41
H (2.677, 5.277, -5.199)  0.38
H (1.152, 3.436, -4.653)  0.46
F (-1.902, -2.497, 0.916)  -0.07
C (-1.311, -1.721, 0.029)  -0.51
C (-1.984, -1.526, -1.180)  0.16
C (-1.498, -0.630, -2.141)  -1.31
C (-0.332, 0.022, -1.795)  -0.16
C (0.442, -0.159, -0.667)  -0.80
C (-0.051, -1.015, 0.291)  -0.61
H (-2.899, -2.064, -1.378)  0.89
H (-2.094, -0.362, -3.001)  0.56
H (-0.081, 0.752, -2.550)  0.45
H (1.364, 0.358, -0.443)  0.84
H (0.399, -1.166, 1.261)  0.46
F (-5.777, 3.746, 1.720)  -0.36
C (-4.669, 3.302, 1.037)  0.47
C (-4.472, 3.741, -0.255)  -0.76
C (-3.277, 3.400, -0.898)  -0.50
C (-2.370, 2.577, -0.214)  -0.37
C (-2.616, 2.146, 1.063)  0.00
C (-3.806, 2.475, 1.728)  -0.77
H (-5.188, 4.429, -0.681)  0.48
H (-2.929, 3.710, -1.873)  0.46
H (-1.376, 2.323, -0.552)  0.49
H (-1.812, 1.610, 1.545)  0.32
H (-3.955, 2.093, 2.728)  0.53
F (-4.933, -5.585, 5.484)  -0.32
C (-3.835, -5.928, 4.712)  0.39
C (-3.808, -5.390, 3.474)  -0.30
C (-2.666, -5.563, 2.688)  -0.34
C (-1.570, -6.382, 3.149)  -0.65
C (-1.692, -6.986, 4.407)  -0.47
C (-2.843, -6.785, 5.151)  -0.53
H (-4.690, -4.923, 3.063)  0.41
H (-2.558, -5.160, 1.692)  0.56
H (-0.666, -6.519, 2.575)  0.42
H (-0.893, -7.614, 4.773)  0.40
H (-3.008, -7.098, 6.171)  0.38
F (-8.629, -3.064, 1.467)  -0.34
C (-7.452, -2.461, 1.059)  0.11
C (-7.592, -1.448, 0.109)  -0.28
C (-6.546, -0.681, -0.251)  -0.91
C (-5.255, -0.964, 0.187)  -0.08
C (-5.102, -1.870, 1.301)  -0.42
C (-6.176, -2.645, 1.648)  -0.37
H (-8.550, -1.202, -0.326)  0.37
H (-6.570, 0.109, -0.988)  0.40
H (-4.410, -0.379, -0.144)  0.57
H (-4.171, -2.058, 1.815)  0.41
H (-6.137, -3.316, 2.493)  0.55
F (-4.533, -5.232, -0.454)  -0.35
C (-4.152, -4.623, -1.639)  0.44
C (-5.025, -3.787, -2.326)  -0.28
C (-4.738, -3.527, -3.636)  -0.70
C (-3.525, -3.942, -4.140)  -0.31
C (-2.628, -4.673, -3.497)  -0.67
C (-2.855, -4.937, -2.172)  -0.21
H (-6.026, -3.526, -2.015)  0.47
H (-5.447, -3.176, -4.371)  0.44
H (-3.247, -3.780, -5.171)  0.36
H (-1.693, -4.923, -3.977)  0.39
H (-2.119, -5.522, -1.640)  0.46
F (2.571, -0.803, 5.016)  -0.29
C (1.682, -1.789, 5.252)  0.20
C (1.863, -2.593, 6.430)  -0.61
C (1.011, -3.640, 6.665)  -0.51
C (0.117, -3.982, 5.668)  -0.28
C (-0.064, -3.153, 4.608)  -0.31
C (0.669, -2.064, 4.358)  0.21
H (2.613, -2.383, 7.178)  0.43
H (1.207, -4.132, 7.606)  0.36
H (-0.555, -4.822, 5.760)  0.26
H (-0.832, -3.308, 3.865)  0.46
H (0.548, -1.512, 3.438)  0.14
F (3.336, 2.548, -0.193)  -0.10
C (4.350, 3.346, -0.668)  -0.30
C (5.673, 3.051, -0.362)  -0.16
C (6.615, 4.004, -0.774)  -0.67
C (6.344, 5.016, -1.624)  -0.50
C (5.047, 5.207, -2.092)  -0.56
C (4.068, 4.316, -1.577)  0.48
H (5.956, 2.229, 0.279)  0.49
H (7.663, 3.823, -0.585)  0.35
H (7.144, 5.633, -2.005)  0.37
H (4.837, 5.949, -2.848)  0.41
H (3.076, 4.293, -2.003)  0.23
F (-0.336, 5.455, 4.726)  -0.31
C (0.056, 4.238, 4.262)  -0.05
C (0.830, 4.150, 3.114)  -0.27
C (1.303, 2.919, 2.639)  -0.66
C (0.809, 1.829, 3.251)  0.17
C (0.064, 1.780, 4.404)  -0.68
C (-0.373, 3.051, 4.855)  -0.36
H (1.381, 5.002, 2.745)  0.44
H (2.016, 2.828, 1.833)  0.57
H (1.230, 0.897, 2.905)  0.26
H (-0.408, 0.890, 4.793)  0.48
H (-1.043, 3.090, 5.700)  0.40
F (4.401, -1.580, 1.700)  -0.31
C (5.234, -0.990, 0.694)  0.37
C (4.880, -0.950, -0.650)  -0.24
C (5.778, -0.644, -1.702)  -0.48
C (7.089, -0.437, -1.386)  -0.36
C (7.513, -0.461, -0.074)  -0.65
C (6.580, -0.745, 0.953)  -0.39
H (3.874, -1.192, -0.959)  0.47
H (5.522, -0.586, -2.749)  0.39
H (7.788, -0.234, -2.184)  0.39
H (8.569, -0.364, 0.132)  0.40
H (6.909, -0.653, 1.977)  0.40
F (5.062, 1.434, -3.566)  -0.23
C (4.187, 1.069, -4.593)  -0.04
C (2.821, 0.894, -4.327)  0.06
C (1.941, 0.690, -5.364)  -0.40
C (2.414, 0.725, -6.696)  -0.63
C (3.802, 0.876, -6.936)  -0.38
C (4.712, 0.960, -5.896)  -0.68
H (2.482, 0.957, -3.304)  0.69
H (0.908, 0.472, -5.140)  0.48
H (1.805, 0.833, -7.581)  0.37
H (4.165, 0.851, -7.952)  0.38
H (5.745, 1.206, -6.089)  0.39

Values from the calculation:
total energy	-99222.1462	eV
HOMO level	-0.3298	Eh
ΔE to the lowest compared entry with this formula, charge and spin	429.7	kJ/mol
frontier orbital gap	9.4454	eV
SMILES	Fc1ccccc1.Fc1ccccc1.Fc1ccccc1.Fc1ccccc1.Fc1ccccc1.Fc1ccccc1.Fc1ccccc1.Fc1ccccc1.Fc1ccccc1.Fc1ccccc1.Fc1ccccc1
LUMO level	0.5	eV
strongest force on any atom	0.074	Eh/bohr



(3)
Below is 11 unconnected molecules or ions with the total composition C66H55N11O22 in a non-equilibrium geometry, with properties calculated with ωB97M-V with the def2-TZVPD basis set.

Last column: Mulliken charge in e.
Atoms and positions in Å:
O (-3.769, -12.411, -22.798)  -0.67
N (-3.315, -11.917, -23.805)  0.95
O (-3.649, -10.887, -24.334)  -0.37
C (-2.048, -12.555, -24.328)  0.08
C (-1.910, -12.840, -25.690)  -0.16
C (-0.803, -13.574, -26.165)  -0.89
C (0.204, -13.793, -25.249)  -0.43
C (0.102, -13.537, -23.898)  -0.36
C (-1.045, -12.913, -23.453)  0.12
H (-2.629, -12.330, -26.323)  0.34
H (-0.667, -13.715, -27.226)  0.54
H (1.034, -14.456, -25.487)  0.41
H (0.709, -13.976, -23.118)  0.30
H (-1.219, -12.670, -22.409)  0.36
O (-0.821, -8.495, -25.449)  -0.19
N (-0.223, -9.549, -25.581)  1.38
O (-0.430, -10.320, -26.489)  -0.30
C (0.773, -9.749, -24.562)  -0.19
C (0.641, -9.228, -23.266)  1.07
C (1.510, -9.599, -22.264)  0.20
C (2.562, -10.450, -22.577)  -0.66
C (2.777, -10.971, -23.849)  -1.00
C (1.833, -10.616, -24.816)  -0.61
H (-0.257, -8.679, -23.013)  -0.17
H (1.454, -9.134, -21.290)  0.33
H (3.162, -10.695, -21.707)  0.19
H (3.640, -11.600, -24.001)  0.51
H (2.031, -11.176, -25.723)  -0.20
O (6.215, -12.135, -31.120)  -0.63
N (5.723, -11.311, -30.395)  1.08
O (6.181, -10.200, -30.203)  -0.62
C (4.438, -11.565, -29.742)  -0.30
C (3.892, -12.824, -29.859)  -0.59
C (2.640, -13.094, -29.302)  -0.73
C (2.008, -12.118, -28.552)  -0.44
C (2.615, -10.877, -28.377)  0.04
C (3.820, -10.564, -28.953)  -0.41
H (4.340, -13.561, -30.511)  0.45
H (2.132, -14.026, -29.508)  0.47
H (1.016, -12.287, -28.153)  0.43
H (1.964, -10.139, -27.927)  0.38
H (4.208, -9.557, -28.930)  0.79
O (-8.388, -9.955, -27.711)  -0.61
N (-7.551, -9.706, -26.879)  1.01
O (-7.692, -9.891, -25.685)  -0.60
C (-6.176, -9.352, -27.350)  -0.19
C (-5.173, -9.119, -26.442)  -0.40
C (-3.969, -8.574, -26.891)  -0.23
C (-3.719, -8.467, -28.239)  -0.39
C (-4.727, -8.746, -29.165)  -0.77
C (-5.966, -9.174, -28.720)  -0.35
H (-5.391, -9.235, -25.390)  0.54
H (-3.188, -8.365, -26.172)  0.52
H (-2.887, -7.869, -28.592)  0.54
H (-4.782, -8.574, -30.233)  0.41
H (-6.795, -9.393, -29.378)  0.48
O (-1.976, -7.378, -22.560)  -0.47
N (-2.749, -7.278, -21.633)  1.19
O (-3.021, -8.138, -20.829)  -0.41
C (-3.504, -6.018, -21.603)  -0.06
C (-4.474, -5.886, -20.586)  -0.39
C (-5.350, -4.820, -20.657)  -0.70
C (-5.387, -4.078, -21.810)  -0.46
C (-4.365, -4.124, -22.738)  -0.54
C (-3.406, -5.102, -22.659)  -0.26
H (-4.431, -6.551, -19.737)  0.51
H (-6.014, -4.620, -19.827)  0.41
H (-6.139, -3.309, -21.949)  0.38
H (-4.459, -3.539, -23.644)  0.39
H (-2.655, -5.142, -23.433)  0.37
O (2.243, -6.098, -22.352)  -0.33
N (2.368, -6.397, -21.182)  0.98
O (3.407, -6.774, -20.703)  -0.63
C (1.165, -6.176, -20.410)  -0.07
C (0.315, -5.110, -20.723)  -0.33
C (-0.912, -4.974, -20.146)  -0.60
C (-1.263, -5.803, -19.079)  -0.36
C (-0.370, -6.775, -18.653)  -0.50
C (0.826, -6.988, -19.349)  -0.21
H (0.610, -4.416, -21.501)  0.42
H (-1.530, -4.167, -20.515)  0.46
H (-2.262, -5.753, -18.667)  0.50
H (-0.633, -7.468, -17.868)  0.31
H (1.488, -7.764, -18.987)  0.37
O (4.305, -3.336, -25.524)  -0.61
N (3.216, -2.913, -25.227)  1.06
O (2.950, -1.761, -24.983)  -0.63
C (2.085, -3.847, -25.275)  -0.14
C (2.281, -5.214, -25.375)  -0.22
C (1.186, -6.065, -25.386)  0.24
C (-0.098, -5.565, -25.341)  -0.42
C (-0.303, -4.187, -25.205)  -0.99
C (0.771, -3.343, -25.210)  -0.53
H (3.274, -5.641, -25.378)  0.43
H (1.426, -7.117, -25.462)  0.09
H (-0.896, -6.293, -25.342)  0.59
H (-1.314, -3.800, -25.192)  0.54
H (0.583, -2.280, -25.144)  0.45
O (-0.295, -10.555, -34.714)  -0.60
N (-0.882, -10.892, -33.718)  0.97
O (-1.708, -11.783, -33.654)  -0.58
C (-0.483, -10.309, -32.421)  0.01
C (0.699, -9.581, -32.361)  -0.45
C (1.082, -8.974, -31.189)  -0.76
C (0.338, -9.196, -30.021)  -0.59
C (-0.830, -9.977, -30.063)  0.00
C (-1.240, -10.489, -31.278)  -0.54
H (1.327, -9.538, -33.241)  0.48
H (1.970, -8.388, -30.989)  0.47
H (0.717, -8.884, -29.059)  0.61
H (-1.359, -10.022, -29.121)  0.55
H (-2.103, -11.137, -31.369)  0.46
O (4.052, -8.106, -26.560)  -0.36
N (5.078, -7.522, -26.264)  1.03
O (5.663, -6.818, -27.077)  -0.62
C (5.627, -7.617, -24.927)  -0.28
C (4.836, -8.134, -23.898)  1.48
C (5.327, -8.321, -22.611)  -1.13
C (6.614, -7.861, -22.376)  -0.84
C (7.423, -7.278, -23.341)  -0.95
C (6.917, -7.224, -24.643)  -0.44
H (3.792, -8.407, -24.011)  0.12
H (4.845, -8.789, -21.768)  0.70
H (6.980, -7.915, -21.355)  0.40
H (8.437, -6.968, -23.149)  0.41
H (7.577, -6.942, -25.453)  0.47
O (-0.845, -11.288, -21.218)  -0.62
N (-1.139, -10.737, -20.176)  1.02
O (-0.364, -10.000, -19.571)  -0.54
C (-2.475, -10.910, -19.634)  -0.14
C (-3.533, -11.219, -20.474)  0.36
C (-4.810, -11.230, -19.969)  -0.77
C (-5.105, -10.892, -18.645)  -0.63
C (-4.038, -10.566, -17.820)  -0.69
C (-2.738, -10.557, -18.315)  -0.50
H (-3.415, -11.593, -21.482)  0.51
H (-5.662, -11.620, -20.512)  0.42
H (-6.126, -10.994, -18.308)  0.48
H (-4.163, -10.439, -16.752)  0.42
H (-1.916, -10.205, -17.708)  0.43
O (7.808, -11.487, -22.211)  -0.60
N (7.085, -11.595, -21.252)  1.07
O (7.208, -10.980, -20.221)  -0.61
C (5.944, -12.520, -21.354)  0.09
C (5.808, -13.356, -22.443)  -0.48
C (4.615, -14.061, -22.616)  -0.54
C (3.631, -14.068, -21.626)  -0.59
C (3.820, -13.221, -20.524)  -0.45
C (4.936, -12.400, -20.405)  -0.33
H (6.537, -13.514, -23.223)  0.46
H (4.624, -14.729, -23.467)  0.44
H (2.755, -14.700, -21.645)  0.54
H (3.173, -13.255, -19.657)  0.41
H (5.033, -11.826, -19.497)  0.54

Values from the calculation:
total energy	-130738.0085	eV
HOMO level	-0.3584	Eh
ΔE to the lowest compared entry with this formula, charge and spin	222.0	kJ/mol
frontier orbital gap	8.6515	eV
SMILES	O=[N+]([O-])c1ccccc1.O=[N+]([O-])c1ccccc1.O=[N+]([O-])c1ccccc1.O=[N+]([O-])c1ccccc1.O=[N+]([O-])c1ccccc1.O=[N+]([O-])c1ccccc1.O=[N+]([O-])c1ccccc1.O=[N+]([O-])c1ccccc1.O=[N+]([O-])c1ccccc1.O=[N+]([O-])c1ccccc1.O=[N+]([O-])c1ccccc1
LUMO level	-1.1	eV
strongest force on any atom	0.054	Eh/bohr